Formula: C13H31CrF6N3O10S2
Source: the Open Molecules 2025 dataset
Level of theory: ωB97M-V with the def2-TZVPD basis set

Last column: Löwdin charge in e.
Atoms and positions in Å:
1 H 3.201 0.973 4.594  0.11
2 O -3.504 1.394 2.204  -0.26
3 H -1.345 1.609 -2.988  0.06
4 H 0.309 3.157 0.649  0.09
5 O -2.909 -1.665 1.422  -0.43
6 C 1.289 -0.475 -2.615  -0.24
7 C 0.558 -1.458 2.173  0.05
8 C 2.945 -2.682 -1.913  0.02
9 C 2.185 0.635 4.422  0.04
10 H 4.955 0.029 -1.823  0.12
11 H 3.138 0.435 -3.078  0.15
12 C 0.509 -0.071 2.743  -0.44
13 C -1.497 3.562 -2.156  -0.44
14 H 0.802 0.301 -3.223  0.12
15 C 0.183 3.406 -0.398  0.01
16 H -0.972 2.908 -4.059  0.11
17 C -5.967 1.621 1.317  -0.73
18 H 5.003 -1.140 -3.962  0.12
19 O -3.894 2.890 0.333  -0.30
20 N 1.847 0.621 2.955  0.08
21 H -1.905 3.284 -0.119  0.17
22 H 4.093 -2.607 -4.177  0.12
23 H 2.573 0.052 2.498  0.17
24 F -6.617 1.607 0.162  0.15
25 H -0.458 -1.722 1.885  0.07
26 Cr -2.900 -1.144 -0.686  1.13
27 N -1.160 2.983 -0.818  0.06
28 O -4.013 0.460 0.014  -0.42
29 F -1.290 -3.659 2.546  0.07
30 F -2.590 -4.100 4.242  0.19
31 H 2.025 -0.345 4.858  0.12
32 C 2.709 -0.569 -3.156  -0.11
33 H 0.169 4.484 -0.538  0.11
34 H 3.623 -0.373 -0.707  0.09
35 O -2.988 -1.367 3.828  -0.26
36 S -3.444 -2.147 2.728  0.50
37 O 1.257 -0.076 -1.249  -0.13
38 H 1.967 1.550 2.538  0.18
39 H 0.281 -0.215 -0.957  0.06
40 H -1.281 1.929 -0.867  0.11
41 C 4.601 -2.004 -3.431  0.01
42 H 2.385 -3.063 -2.758  0.12
43 O -4.832 -2.472 2.697  -0.24
44 F -3.133 -4.747 2.275  0.14
45 H 2.336 -2.420 -1.054  0.10
46 H 1.481 1.349 4.839  0.12
47 H 2.708 -0.777 -4.224  0.15
48 H 0.958 -2.157 2.905  0.12
49 N 3.626 -1.466 -2.426  -0.38
50 H -2.717 2.529 -3.640  0.11
51 F -6.264 2.691 1.997  0.20
52 H 3.677 -3.419 -1.594  0.12
53 O -1.779 4.677 -2.170  0.24
54 C -2.570 -3.772 2.991  -0.67
55 H 5.028 -1.491 -0.840  0.12
56 H 5.390 -2.543 -2.922  0.12
57 C 4.399 -0.777 -1.356  0.03
58 S -4.154 1.600 0.949  0.54
59 H 0.954 2.950 -1.010  0.10
60 H 0.754 -1.410 -2.824  0.13
61 O -0.421 0.483 3.113  0.25
62 H -1.075 0.282 0.432  -0.01
63 H 1.111 -1.391 1.226  0.08
64 F -6.295 0.547 1.967  0.19
65 C -1.694 2.604 -3.295  0.05
66 O -1.360 0.125 -0.468  -0.38

Values from the calculation:
highest occupied orbital energy (spin up / spin down): -13.8 / -13.8 eV
lowest unoccupied orbital energy (spin up / spin down): -6.461 / -6.321 eV
gap between HOMO and LUMO (spin up / spin down): 7.34 / 7.51 eV
net charge: +2
energy above the lowest of the compared OMol25 structures with the same formula, charge and spin: 1.271 eV
⟨S²⟩: 6.0111
multiplicity: 5

=====

Formula: C13H31F3O9S4
Source: the Open Molecules 2025 dataset
Level of theory: ωB97M-V with the def2-TZVPD basis set

Last column: Löwdin charge in e.
Atoms and positions in Å:
1 H 4.370 -1.083 -2.387  0.14
2 O -2.085 -1.132 -4.870  -0.55
3 H 1.950 -4.154 -4.809  0.12
4 H 1.024 4.677 6.899  0.06
5 H 1.972 -3.753 -1.906  0.12
6 O 0.375 -3.888 -3.637  -0.14
7 H 2.962 -4.770 -2.893  0.13
8 H 2.174 -0.735 2.353  0.14
9 H 0.699 5.357 3.159  0.05
10 C -0.340 -2.820 -3.009  -0.25
11 H 0.365 -2.236 -2.423  0.09
12 H -1.823 1.085 -6.767  0.05
13 F 0.439 -3.515 4.080  0.22
14 H -1.443 -4.422 -2.030  0.08
15 S -0.473 5.496 5.217  0.81
16 C -1.398 -3.344 -2.050  -0.04
17 C 0.383 5.553 6.796  -0.27
18 C 1.673 -3.492 -4.004  -0.19
19 H -3.921 1.629 -3.560  0.06
20 C 1.836 -1.522 1.691  -0.24
21 C 2.590 -3.763 -2.798  -0.15
22 H -2.392 0.032 3.223  0.06
23 H 2.715 -1.219 -2.998  0.11
24 H 1.609 4.570 4.473  0.06
25 S -3.050 -0.015 -5.062  0.83
26 O -3.852 1.481 1.248  -0.56
27 C -3.316 0.730 -3.448  -0.26
28 H -2.771 2.241 -5.803  0.05
29 O 1.379 0.212 -1.512  -0.36
30 H -1.963 3.611 1.951  0.05
31 C 1.356 -2.778 3.530  -0.86
32 H -0.670 2.516 2.489  0.05
33 H -2.239 2.540 3.342  0.05
34 H -1.248 1.561 -5.150  0.06
35 H 0.975 6.467 6.855  0.05
36 H -3.846 0.011 -2.828  0.05
37 H -0.366 5.553 7.584  0.05
38 H -0.822 -2.200 -3.755  0.07
39 O 0.898 -2.373 2.351  0.10
40 H 1.702 -2.461 -4.344  0.12
41 C -2.129 1.361 -5.761  -0.27
42 H -2.244 -0.935 1.736  0.05
43 H 2.682 -2.138 1.401  0.13
44 C 1.008 5.438 4.199  -0.27
45 O 1.154 -0.959 0.601  -0.26
46 C 3.449 -1.642 -2.320  -0.27
47 S 2.221 -0.293 -0.492  0.95
48 O -1.127 4.166 5.119  -0.55
49 H 1.581 6.355 4.338  0.05
50 O 3.741 -2.932 -2.707  -0.07
51 F 2.418 -3.522 3.412  0.21
52 O 2.971 -1.666 -0.961  -0.29
53 H -2.370 -2.950 -2.302  0.06
54 H -0.829 -0.066 2.359  0.03
55 F 1.618 -1.801 4.344  0.21
56 C -1.748 2.632 2.375  -0.28
57 S -2.369 1.383 1.243  0.79
58 H -2.356 0.971 -2.991  0.06
59 H -1.188 -3.014 -1.041  0.06
60 C -1.912 -0.033 2.247  -0.26

Values from the calculation:
highest occupied orbital energy: -8.6 eV
lowest unoccupied orbital energy: 0.147 eV
gap between HOMO and LUMO: 8.75 eV
net charge: 0
energy above the lowest of the compared OMol25 structures with the same formula, charge and spin: 0.344 eV
multiplicity: 1

=====

Formula: C13H32NO5Zn
Source: the Open Molecules 2025 dataset
Level of theory: ωB97M-V with the def2-TZVPD basis set

Last column: Löwdin charge in e.
Atoms and positions in Å:
1 H 4.172 0.785 0.950  0.07
2 C 4.298 0.878 -0.128  -0.07
3 C 1.930 -2.276 -1.422  -0.10
4 H 2.223 2.071 -2.716  0.06
5 H -0.201 4.526 1.910  0.04
6 H -0.483 -3.066 -2.161  0.12
7 C -0.473 -2.050 -1.767  -0.20
8 H 1.996 -3.300 -1.054  0.09
9 H 1.481 -4.441 3.311  0.04
10 H -2.917 0.131 -2.769  0.11
11 C 2.964 1.365 -2.340  -0.08
12 H -0.953 0.903 -1.523  0.11
13 C -0.890 3.741 2.224  -0.11
14 H 3.907 1.623 -2.823  0.06
15 C -0.075 2.405 2.594  -0.36
16 O 1.818 0.761 -0.334  -0.32
17 H 4.622 -0.081 -0.531  0.05
18 C -5.082 1.303 -0.808  -0.16
19 C 0.907 -3.521 3.424  -0.10
20 H -5.937 0.982 -0.213  0.09
21 C -1.855 0.790 -0.922  -0.16
22 H -2.590 -0.496 0.057  0.11
23 O 0.700 -1.829 -1.015  -0.26
24 C -3.160 0.720 -1.885  -0.17
25 H -3.309 1.742 -2.234  0.11
26 H -0.018 2.273 3.675  0.07
27 H 2.110 -2.529 1.762  0.08
28 O -0.614 1.160 2.009  -0.38
29 C 1.086 -2.734 2.075  -0.49
30 H 5.100 1.593 -0.313  0.05
31 O -4.320 0.261 -1.227  -0.17
32 C -1.713 -1.779 -0.889  -0.13
33 H -0.515 -1.472 -2.690  0.12
34 H -1.908 1.611 -0.207  0.10
35 H 2.880 2.461 -0.572  0.10
36 H -1.340 4.033 3.173  0.04
37 H -0.093 -3.948 3.510  0.05
38 H 0.559 -3.174 1.229  0.07
39 H -1.734 -2.528 -0.098  0.13
40 H 0.956 2.671 2.359  0.07
41 H -4.513 2.039 -0.239  0.09
42 H -5.481 1.971 -1.571  0.08
43 O 0.677 -1.465 2.236  -0.33
44 H -2.567 -1.965 -1.540  0.11
45 H 2.713 -1.727 -0.900  0.09
46 H -1.723 3.519 1.558  0.04
47 Zn 0.234 -0.138 0.668  0.70
48 H 1.947 -2.119 -2.501  0.09
49 H 1.271 -3.057 4.341  0.06
50 N -1.618 -0.440 -0.214  -0.08
51 C 2.987 1.399 -0.792  -0.57
52 H 2.540 0.418 -2.671  0.05

Values from the calculation:
highest occupied orbital energy: -3.6 eV
lowest unoccupied orbital energy: 2.626 eV
gap between HOMO and LUMO: 6.22 eV
net charge: -1
energy above the lowest of the compared OMol25 structures with the same formula, charge and spin: 3.714 eV
multiplicity: 1

=====

Formula: C13H33AsIrN2O3Si3
Source: the Open Molecules 2025 dataset
Level of theory: ωB97M-V with the def2-TZVPD basis set

Last column: Löwdin charge in e.
Atoms and positions in Å:
1 H 1.055 3.501 1.421  0.04
2 C 3.040 0.641 -1.965  -0.19
3 H -2.538 1.498 -2.736  0.03
4 C 1.566 -3.072 1.348  -0.11
5 H -0.549 0.023 -3.712  0.03
6 O 3.548 -3.004 0.026  0.13
7 H -2.991 3.871 -0.330  0.05
8 C -0.698 -4.066 1.203  -0.52
9 N 0.141 -2.975 1.045  -0.15
10 H 3.200 -0.312 -1.461  0.02
11 H 1.862 -2.290 2.055  0.12
12 H 0.322 -1.270 -2.857  -0.01
13 O -0.356 -5.135 1.639  0.12
14 H -2.409 1.235 2.126  0.02
15 C 0.350 -0.096 3.094  -0.20
16 C 0.883 2.714 -2.698  -0.21
17 H 1.395 3.158 3.117  0.05
18 H 1.113 3.378 -1.861  0.04
19 H 1.046 -0.508 -4.263  0.05
20 H 3.073 -0.208 1.039  0.02
21 H -0.257 3.026 2.511  0.03
22 Ir -0.236 -1.806 -0.426  1.03
23 H 3.484 1.439 -1.366  0.03
24 H -2.980 -0.161 1.211  0.02
25 C 0.437 -0.309 -3.380  -0.20
26 H -2.506 -3.024 1.561  0.13
27 Si 1.244 0.947 -2.254  0.35
28 H 1.501 3.022 -3.545  0.05
29 C 2.381 -2.750 0.125  -0.61
30 H -1.896 -3.738 -1.217  0.11
31 C -1.985 3.445 -0.278  -0.19
32 H -3.975 1.026 -1.833  0.04
33 H -2.737 -4.631 0.851  0.13
34 H -1.416 3.827 -1.126  0.02
35 H 1.832 -4.046 1.747  0.14
36 H 0.951 -0.154 4.005  0.05
37 O 1.686 -2.084 -0.802  -0.26
38 H -3.025 -2.682 -0.697  0.10
39 As 0.035 0.551 -0.208  0.82
40 H 3.422 1.523 1.072  0.04
41 C -2.886 0.942 -1.862  -0.21
42 C -2.125 -3.733 0.826  -0.15
43 C 2.929 0.712 1.610  -0.19
44 Si 1.128 1.070 1.874  0.34
45 C -2.952 0.931 1.227  -0.21
46 H 0.267 -1.096 2.672  -0.01
47 H -0.163 2.863 -2.975  0.02
48 H -1.515 3.809 0.637  0.02
49 H -3.976 1.300 1.320  0.05
50 C 0.791 2.853 2.259  -0.21
51 H 3.568 0.604 -2.922  0.05
52 N -2.108 -3.063 -0.485  -0.07
53 Si -2.114 1.597 -0.296  0.31
54 H -2.634 -0.112 -2.014  0.01
55 H 3.435 0.592 2.571  0.05
56 H -0.655 0.226 3.375  0.03

Values from the calculation:
highest occupied orbital energy (spin up / spin down): -11.7 / -11.7 eV
lowest unoccupied orbital energy (spin up / spin down): -4.802 / -4.800 eV
gap between HOMO and LUMO (spin up / spin down): 6.94 / 6.94 eV
net charge: +1
energy above the lowest of the compared OMol25 structures with the same formula, charge and spin: 0.708 eV
multiplicity: 1

=====

Formula: C13H33BN3O4
Source: the Open Molecules 2025 dataset
Level of theory: ωB97M-V with the def2-TZVPD basis set

Last column: Löwdin charge in e.
Atoms and positions in Å:
1 C 3.601 -0.939 0.248  -0.24
2 H 0.868 -1.515 -4.063  0.14
3 H -3.115 2.470 3.598  0.13
4 O -3.929 2.059 1.741  -0.19
5 C -2.835 2.032 2.631  -0.21
6 O 6.725 -0.792 0.159  0.19
7 H 0.439 -1.238 -1.823  0.09
8 H -0.948 -2.140 -2.432  0.13
9 C 0.044 -0.819 -3.871  -0.43
10 H -0.466 -0.986 -5.954  0.08
11 H -3.186 0.192 -1.340  0.08
12 H 4.589 -0.432 2.125  0.12
13 N -1.951 -0.017 1.536  0.05
14 H -1.324 0.556 0.978  0.05
15 H 3.975 0.983 1.286  0.11
16 N 1.683 0.267 -0.061  0.13
17 H -2.401 -1.133 4.024  0.08
18 H -2.961 -1.254 -2.344  0.10
19 H -2.084 2.689 2.181  0.12
20 H 2.891 -1.897 2.040  0.13
21 H 3.114 0.424 -1.542  0.17
22 C 2.811 -0.010 -0.594  0.03
23 H 1.319 0.049 2.066  0.14
24 H 1.017 0.924 -0.457  0.18
25 C -2.630 -0.226 -2.178  -0.08
26 H -3.877 -0.697 3.181  0.07
27 C -0.451 -1.163 -2.461  -0.22
28 C 2.481 -1.616 1.075  -0.08
29 O -1.249 -0.178 -1.839  -0.22
30 H 2.070 -2.476 0.549  0.13
31 N 0.588 0.541 -3.906  0.05
32 C -2.206 0.647 2.820  -0.43
33 C -0.973 -0.983 -4.991  -0.05
34 H -1.239 0.810 3.309  0.13
35 H 4.285 -1.584 -0.299  0.15
36 H -5.353 0.614 2.246  0.08
37 C -3.015 -0.290 3.710  -0.06
38 H -2.820 -0.003 1.010  0.06
39 H -5.267 2.022 3.333  0.09
40 B 5.938 0.267 0.515  -0.65
41 C -5.183 1.692 2.294  -0.09
42 H -1.523 -1.919 -4.892  0.08
43 C 1.388 -0.530 1.146  -0.09
44 H 0.402 -0.977 0.996  0.11
45 H 6.528 -1.596 0.652  0.11
46 H -5.952 2.188 1.705  0.09
47 H -2.847 0.375 -3.063  0.09
48 C 4.473 0.021 1.135  -0.02
49 H 5.989 2.208 0.768  0.11
50 H 1.341 0.626 -3.230  0.04
51 H -0.131 1.181 -3.578  0.08
52 O 6.422 1.512 0.261  0.20
53 H -3.373 0.222 4.604  0.08
54 H -1.690 -0.162 -5.004  0.07

Values from the calculation:
highest occupied orbital energy: -11.8 eV
lowest unoccupied orbital energy: -4.197 eV
gap between HOMO and LUMO: 7.63 eV
net charge: +1
multiplicity: 1

=====

Formula: C13H33ClIN2OP2SSm
Source: the Open Molecules 2025 dataset
Level of theory: ωB97M-V with the def2-TZVPD basis set

Last column: Löwdin charge in e.
Atoms and positions in Å:
1 C 2.026 1.328 -2.983  -0.28
2 H 3.570 -1.542 -3.648  0.03
3 H 1.090 1.048 -3.484  -0.02
4 H -1.623 3.702 4.713  0.08
5 C 2.022 -6.977 -2.892  0.07
6 C 0.048 3.425 3.331  -0.22
7 C -3.422 -1.338 -0.260  -0.28
8 H 0.913 -7.046 -2.916  0.15
9 H -0.112 4.313 2.714  0.10
10 C -1.947 -1.976 2.104  -0.30
11 C -0.539 3.558 4.728  -0.07
12 H 1.140 3.278 3.423  0.13
13 H -0.317 5.481 0.723  0.08
14 H 2.753 1.217 0.012  -0.01
15 H -3.976 -3.951 0.442  0.06
16 H -3.262 -1.136 -1.328  -0.01
17 H 4.368 0.058 -3.694  0.06
18 C -1.864 3.956 0.785  -0.21
19 C 3.963 -0.722 -3.035  -0.27
20 C -1.330 5.306 0.348  -0.07
21 O 2.581 -5.856 -0.624  0.36
22 H 1.812 2.175 -2.320  0.05
23 H -1.999 3.893 1.866  0.10
24 H -1.745 -0.901 2.200  -0.01
25 C -2.887 -4.038 0.332  -0.27
26 H 2.782 1.597 -3.735  0.06
27 H -2.662 -4.516 -0.629  0.04
28 H 2.459 -7.985 -3.026  0.15
29 H -1.311 5.375 -0.741  0.08
30 P -2.047 -2.423 0.329  0.69
31 H -0.392 1.398 3.184  0.11
32 H 4.766 -1.123 -2.406  0.05
33 I -0.136 -3.185 -3.543  -0.08
34 H -1.996 6.098 0.705  0.09
35 C 3.472 0.647 -0.592  -0.30
36 S 0.225 0.456 0.809  0.54
37 H -0.073 4.399 5.248  0.09
38 N -0.956 2.845 0.412  0.04
39 H -1.084 -2.506 2.521  0.04
40 N -0.572 2.249 2.647  -0.01
41 H -3.409 -0.379 0.271  0.05
42 H 2.431 -6.288 -3.663  0.15
43 H -4.383 -1.854 -0.120  0.06
44 Sm -0.069 -1.195 -1.422  0.42
45 H 4.309 1.283 -0.913  0.07
46 C -0.468 1.974 1.302  -0.70
47 H -2.489 -4.680 1.126  0.05
48 Cl -1.460 0.647 -2.497  -0.09
49 H -1.015 2.486 -0.544  0.07
50 H 3.851 -0.172 0.030  0.05
51 H -2.854 -2.250 2.659  0.07
52 C 2.401 -6.460 -1.599  0.07
53 H -0.326 2.667 5.322  0.08
54 H -2.848 3.770 0.327  0.13
55 P 2.589 -0.128 -2.000  0.69

Values from the calculation:
highest occupied orbital energy (spin up / spin down): -14.0 / -14.1 eV
lowest unoccupied orbital energy (spin up / spin down): -7.750 / -7.750 eV
gap between HOMO and LUMO (spin up / spin down): 6.27 / 6.33 eV
net charge: +2
energy above the lowest of the compared OMol25 structures with the same formula, charge and spin: 0.187 eV
⟨S²⟩: 8.7637
multiplicity: 6